A structure of composition C23H19BrF4MgN4O2, computed with ωB97M-V/def2-TZVPD.

CARTESIAN COORDINATES (ANGSTROEM)
Br 5.74 -4.74 -2.83
Mg 0.44 -0.09 0.19
F -4.13 2.80 3.94
F -2.05 3.51 2.47
F -3.55 -1.72 2.75
F -1.37 -1.04 1.31
O 1.42 0.34 -1.33
O 2.14 1.05 -3.31
N 0.05 -2.12 -0.76
N 1.38 -6.77 -3.04
N 2.10 0.66 1.62
N -0.57 1.43 0.98
C 3.30 1.10 0.89
C 3.21 -1.81 -1.37
C 4.67 -3.19 -2.66
C 3.78 -1.18 -3.60
C -2.11 -0.06 1.94
C 0.71 -4.53 -1.94
C 0.27 -3.21 -0.02
C -3.47 1.83 3.29
C 1.09 -5.78 -2.55
C 2.18 0.29 -2.36
C -2.37 2.20 2.53
C 0.61 -4.44 -0.56
C 0.14 -2.23 -2.08
C -3.20 -0.43 2.68
C 1.44 1.84 2.23
C -1.63 1.25 1.79
C 2.49 -0.29 2.66
C -3.92 0.53 3.38
C 0.41 2.46 1.28
C 0.46 -3.42 -2.72
C 3.09 -0.92 -2.42
C 4.01 -2.95 -1.47
C 4.57 -2.31 -3.73
H 0.00 3.36 1.74
H 3.05 0.20 3.47
H 3.67 -0.48 -4.42
H 4.10 -3.64 -0.64
H 3.12 -1.07 2.23
H 0.15 -3.10 1.05
H 0.90 2.76 0.35
H 4.04 1.52 1.59
H 3.03 1.85 0.15
H 2.69 -1.63 -0.44
H 0.52 -3.46 -3.80
H -4.79 0.27 3.97
H 0.90 1.49 3.12
H 1.60 -0.74 3.10
H 2.20 2.56 2.57
H 0.79 -5.29 0.08
H 3.75 0.26 0.37
H 5.10 -2.51 -4.65
H -0.03 -1.33 -2.65

HOMO energy ... -7.7243 eV
Frontier orbital gap ... 6.6 eV
Relative energy (zero: lowest compared OMol25 entry of this formula, charge and spin) ... 11.7 kcal/mol

Atom charges from the Mulliken analysis, given in e for atoms 1 to 2: Br -0.183; Mg 0.819



A cluster of 2 separate species, C4H8N4 in total in a non-equilibrium geometry, computed with ωB97M-V/def2-TZVPD.

CARTESIAN COORDINATES (ANGSTROEM)
N -0.69 1.47 -1.98
N -3.00 0.26 -0.03
N 0.56 1.15 0.03
N -1.42 -0.94 1.29
C 1.93 -0.90 -0.10
C -2.06 -0.24 0.53
C -0.15 1.11 -0.95
C 1.36 0.24 0.74
H 2.17 0.81 1.21
H -1.62 1.20 -2.24
H 2.45 -0.51 -0.98
H -0.72 -1.64 1.08
H 1.14 -1.55 -0.45
H -3.17 1.25 -0.14
H 2.63 -1.49 0.49
H 0.60 -0.22 1.50

HOMO energy ... -9.5449 eV
Structure (SMILES) ... CCN=C=N.N=C=N
Frontier orbital gap ... 10.3 eV
Relative energy (zero: lowest compared OMol25 entry of this formula, charge and spin) ... 48.0 kcal/mol

Atom charges from the Mulliken analysis, given in e for atoms 1 to 2: N -0.613; N -0.559



A structure of composition C24H47F3NO11S2, computed with ωB97M-V/def2-TZVPD.

CARTESIAN COORDINATES (ANGSTROEM)
S -3.87 -3.06 -1.03
S -1.52 -2.69 -2.42
F -7.03 0.85 -0.43
F -6.76 0.08 -2.41
F -5.36 1.49 -1.61
O -4.14 -4.22 -1.85
O 3.69 1.55 -0.11
O 8.10 -0.49 -2.30
O 0.26 0.53 -1.74
O 7.71 1.92 1.95
O -4.28 -3.13 0.36
O 2.04 -6.15 -2.30
O -9.04 2.89 3.47
O -4.04 2.75 2.25
O -2.08 -1.95 -3.54
O -1.12 -4.05 -2.69
N -2.38 -2.51 -1.08
C -5.15 3.00 2.68
C -5.42 3.06 4.17
C -0.18 -0.63 -1.00
C 0.11 -6.96 -3.46
C 9.78 0.26 -0.79
C -6.33 3.27 1.78
C 4.31 1.31 -1.13
C 0.68 -0.75 0.26
C -5.27 -0.71 -0.72
C 5.81 1.49 -1.19
C 1.58 -6.75 -3.25
C 2.50 -7.34 -4.30
C -6.10 0.41 -1.30
C -9.70 5.17 3.44
C 7.66 1.84 4.33
C -9.49 3.82 4.09
C 3.64 0.81 -2.38
C -9.86 3.71 5.55
C 10.33 -0.89 -3.03
C -4.84 -1.74 -1.76
C 7.08 2.14 2.97
C -0.02 -1.85 -1.91
C 9.28 -0.38 -2.07
C 5.68 2.69 2.93
H -6.18 2.33 4.43
H -0.47 -6.48 -2.67
H 0.49 -1.56 -2.84
H -10.92 3.94 5.69
H 6.07 2.22 -1.96
H 8.67 1.45 4.23
H 3.83 1.52 -3.20
H 9.85 -1.32 -3.90
H 2.57 0.71 -2.23
H 5.37 2.84 1.90
H 5.64 3.64 3.47
H -9.66 2.70 5.90
H 6.16 1.85 -0.22
H 10.98 -0.06 -3.35
H 4.06 -0.16 -2.66
H -1.23 -0.52 -0.72
H 10.96 -1.64 -2.55
H 2.35 -8.42 -4.36
H 0.96 0.24 0.61
H -4.41 -0.28 -0.20
H -5.72 -2.24 -2.18
H -4.50 2.85 4.71
H -0.43 1.20 -1.72
H -9.40 5.13 2.40
H -5.88 -1.21 0.04
H -4.29 -1.29 -2.59
H 0.58 -2.64 -1.43
H 3.54 -7.13 -4.05
H 4.99 1.99 3.41
H 8.94 0.59 -0.19
H -0.10 -8.03 -3.48
H -7.12 2.55 1.98
H 2.27 -6.92 -5.28
H 7.04 1.12 4.85
H -10.75 5.46 3.51
H 10.41 1.12 -1.03
H -9.28 4.42 6.14
H -5.78 4.05 4.44
H 7.69 2.76 4.93
H -0.19 -6.53 -4.42
H -9.11 5.93 3.96
H 0.15 -1.28 1.06
H 10.38 -0.46 -0.22
H 6.32 0.56 -1.41
H 1.61 -1.29 0.05
H -6.02 3.20 0.74
H -6.72 4.27 1.98

HOMO energy ... -5.7539 eV
Total charge ... -1
Frontier orbital gap ... 7.6 eV

Atom charges from the Mulliken analysis, given in e for atoms 1 to 2: S 1.110; S 1.122



An isolated molecule of C16H18N4O2S in a non-equilibrium geometry, computed with ωB97M-V/def2-TZVPD.

CARTESIAN COORDINATES (ANGSTROEM)
S -6.82 2.12 -0.01
O -3.62 -1.43 -1.11
O 4.82 0.34 -1.62
N -0.04 -0.26 -2.78
N -6.57 0.32 1.82
N -2.91 -0.17 0.72
N -0.62 0.24 -0.68
C 2.68 0.29 -2.83
C 0.40 0.25 -1.71
C 2.58 0.25 -0.35
C 4.15 0.84 -2.76
C -1.32 -0.63 -2.58
C -4.18 -0.53 1.40
C -1.74 -0.31 -1.32
C -0.75 0.81 0.60
C -5.21 1.39 0.15
C -5.32 0.43 1.09
C 1.91 0.81 -1.64
C -7.43 1.11 1.27
C -2.87 -0.70 -0.54
C -1.79 0.50 1.30
C 4.06 0.62 -0.35
C -1.83 0.95 2.72
H 4.18 1.91 -2.77
H -4.40 -1.58 1.11
H -1.13 1.78 2.92
H 0.19 1.15 0.85
H 2.06 0.46 -3.76
H -2.84 1.34 3.13
H 4.77 0.57 -3.64
H 1.93 1.90 -1.58
H 4.54 0.07 0.49
H 2.59 -0.81 -0.38
H -1.84 -1.27 -3.22
H -4.35 1.61 -0.50
H -8.55 1.05 1.44
H 4.20 1.65 -0.22
H 2.72 -0.75 -2.97
H -1.51 0.05 3.27
H -4.00 -0.57 2.53
H 2.18 0.52 0.62

HOMO energy ... -8.3537 eV
Structure (SMILES) ... Cc1cn2c(C3CCOCC3)ncc2c(=O)n1Cc1cscn1
Frontier orbital gap ... 8.8 eV
Relative energy (zero: lowest compared OMol25 entry of this formula, charge and spin) ... 92.9 kcal/mol

Atom charges from the Mulliken analysis, given in e for atoms 1 to 2: S -0.124; O -0.617



no.,E (eV)
1,-120574.2421
2,-10236.1628
3,-79487.6486
4,-37772.5655